{"formula": "C4H10O", "method": "ωB97M-V with the def2-TZVPD basis set", "max_force_ev_per_a": 0.4, "total_charge": 0, "smiles": "CC[C@@H](C)O", "e_above_lowest_ev": 0.320, "homo_energy_ha": -0.37140, "lumo_ev": 0.96, "homo_lumo_gap_ev": 11.067, "elements": ["C", "C", "C", "C", "O", "H", "H", "H", "H", "H", "H", "H", "H", "H", "H"], "positions_angstrom": [[1.864779, -0.091723, 0.081725], [0.669832, -0.448878, -0.805923], [-0.607733, 0.386958, -0.556625], [-1.669474, -0.420528, 0.187414], [-0.260530, 1.556233, 0.176022], [1.608882, -0.120465, 1.145297], [2.242809, 0.910518, -0.139162], [2.672301, -0.811769, -0.092487], [0.966518, -0.350432, -1.858889], [0.416390, -1.507153, -0.651649], [-1.025566, 0.685256, -1.532936], [-1.915589, -1.334788, -0.363568], [-1.303503, -0.701318, 1.181086], [-2.598448, 0.150716, 0.307316], [-1.082224, 2.023708, 0.377310]], "forces_ev_per_a": [[0.02, -0.04, 0.02], [0.01, 0.01, -0.05], [-0.12, -0.35, -0.18], [-0.01, -0.01, 0.03], [-0.21, 0.19, 0.03], [0.00, -0.01, -0.15], [-0.09, -0.15, 0.05], [-0.10, 0.14, 0.03], [-0.04, -0.02, 0.22], [0.05, 0.20, -0.09], [0.09, -0.05, 0.18], [0.04, 0.14, 0.06], [-0.02, 0.03, -0.11], [0.14, -0.03, 0.01], [0.24, -0.05, -0.03]]}


{"formula": "C4H10O", "method": "ωB97M-V with the def2-TZVPD basis set", "max_force_ev_per_a": 3.3, "total_charge": 0, "smiles": "COC(C)C", "e_above_lowest_ev": 1.668, "homo_energy_ha": -0.36032, "lumo_ev": 1.17, "homo_lumo_gap_ev": 10.980, "elements": ["C", "O", "C", "C", "C", "H", "H", "H", "H", "H", "H", "H", "H", "H", "H"], "positions_angstrom": [[1.664057, -0.618843, -0.795527], [0.881975, -0.741697, 0.344315], [-0.078897, 0.263033, 0.294086], [-1.073188, 0.080478, -0.864413], [-0.748030, 0.306481, 1.681293], [1.745187, 0.590182, -0.884186], [1.132615, -0.985830, -1.694063], [2.545380, -1.263324, -0.618530], [0.636915, 1.225158, -0.100219], [-1.353497, -0.965851, -1.064264], [-0.619318, 0.481325, -1.773882], [-1.984704, 0.646218, -0.656419], [-1.256431, 1.263354, 1.798961], [0.010431, 0.203272, 2.465256], [-1.502488, -0.483962, 1.867589]], "forces_ev_per_a": [[0.27, 0.98, -0.36], [-0.15, -0.37, 0.07], [0.33, 1.21, -0.24], [0.02, 0.18, -0.08], [0.17, 0.37, -0.19], [1.14, -2.69, -0.52], [0.30, 0.21, 0.20], [-0.04, 0.91, -0.37], [-2.36, -1.35, 1.91], [0.18, 0.23, 0.36], [-0.28, -0.08, -0.06], [0.07, -0.01, -0.08], [-0.01, 0.03, 0.12], [-0.09, 0.15, -0.20], [0.45, 0.24, -0.55]]}


{"formula": "C4H10O", "method": "ωB97M-V with the def2-TZVPD basis set", "max_force_ev_per_a": 3.1, "total_charge": 0, "smiles": "CCOCC", "e_above_lowest_ev": 1.331, "homo_energy_ha": -0.35906, "lumo_ev": 1.17, "homo_lumo_gap_ev": 10.938, "elements": ["C", "C", "O", "C", "C", "H", "H", "H", "H", "H", "H", "H", "H", "H", "H"], "positions_angstrom": [[-0.339273, -0.442443, -2.179961], [-0.987431, 0.022390, -0.853931], [-0.109505, 0.809430, -0.055339], [0.517709, -0.017179, 0.837716], [0.708962, 0.577351, 2.232076], [0.556506, -1.074836, -2.081481], [0.122697, 0.399542, -2.790337], [-1.083914, -0.997335, -2.813680], [-1.372911, -0.886320, -0.313061], [-1.858240, 0.681137, -1.046999], [-0.178240, -0.900777, 0.941122], [1.450418, -0.433259, 0.452918], [1.519813, -0.000878, 2.754557], [1.304876, 1.503819, 2.079586], [-0.251467, 0.759358, 2.836814]], "forces_ev_per_a": [[0.43, 0.54, -1.08], [-0.55, 0.37, -1.22], [-1.03, 0.05, -0.75], [-0.54, -2.30, 2.00], [1.15, 0.77, 0.10], [-0.51, -0.23, 0.56], [-1.13, -0.59, 0.76], [0.67, 0.58, 0.56], [0.35, 0.93, -0.32], [0.40, -0.42, -0.20], [1.05, 0.41, 0.39], [0.32, 0.21, -0.04], [-1.34, -0.06, -0.04], [-0.92, 0.08, 0.22], [1.65, -0.35, -0.96]]}


{"formula": "C4H10O", "method": "ωB97M-V with the def2-TZVPD basis set", "max_force_ev_per_a": 0.6, "total_charge": 0, "smiles": "[H][H].CC=O.C=C", "e_above_lowest_ev": 2.410, "homo_energy_ha": -0.36069, "lumo_ev": 1.19, "homo_lumo_gap_ev": 11.000, "elements": ["H", "H", "C", "C", "O", "H", "H", "H", "H", "C", "C", "H", "H", "H", "H"], "positions_angstrom": [[1.981006, -0.986536, -0.613604], [1.617232, -0.546782, -0.136471], [-1.093282, -0.998333, -1.477192], [-0.416397, 0.281684, -1.892703], [-0.541422, 1.326872, -1.299270], [-0.541849, -1.876931, -1.823702], [-2.091126, -1.031376, -1.931303], [-1.208035, -1.023547, -0.390230], [0.216271, 0.221617, -2.804957], [-0.026631, 1.256203, 1.803483], [0.723202, 0.292762, 2.328139], [-1.092931, 1.322738, 2.005624], [0.383362, 2.011606, 1.140180], [0.302553, -0.476659, 2.971394], [1.788046, 0.226682, 2.120610]], "forces_ev_per_a": [[0.02, 0.01, 0.01], [0.04, -0.05, -0.05], [-0.03, -0.04, 0.07], [-0.08, 0.21, 0.21], [0.07, -0.43, -0.34], [-0.03, 0.14, 0.05], [0.12, 0.04, 0.03], [0.00, 0.03, -0.16], [-0.09, 0.09, 0.10], [0.08, -0.15, 0.11], [-0.12, 0.12, -0.09], [0.15, -0.03, -0.03], [-0.03, -0.11, 0.10], [0.05, 0.14, -0.06], [-0.13, 0.03, 0.06]]}


{"formula": "C4H10O", "method": "ωB97M-V with the def2-TZVPD basis set", "max_force_ev_per_a": 0.4, "total_charge": 0, "smiles": "CC[C@@H](C)O", "e_above_lowest_ev": 0.178, "homo_energy_ha": -0.37679, "lumo_ev": 1.01, "homo_lumo_gap_ev": 11.259, "elements": ["C", "C", "C", "C", "O", "H", "H", "H", "H", "H", "H", "H", "H", "H", "H"], "positions_angstrom": [[2.028936, 0.065236, -0.178972], [0.659361, -0.556070, 0.096623], [-0.548776, 0.373433, -0.026531], [-1.845432, -0.424119, -0.191667], [-0.547553, 1.174094, 1.151367], [2.242802, 0.903348, 0.491843], [2.108065, 0.424024, -1.212390], [2.815523, -0.685350, -0.034823], [0.510573, -1.410276, -0.573855], [0.637249, -0.947039, 1.122314], [-0.453174, 1.014803, -0.917129], [-1.835104, -0.968294, -1.145024], [-1.962515, -1.152512, 0.617669], [-2.728106, 0.226778, -0.198031], [-1.081855, 1.961947, 0.998610]], "forces_ev_per_a": [[0.00, 0.04, -0.01], [-0.05, -0.10, -0.02], [0.05, -0.28, -0.32], [-0.03, -0.02, 0.05], [-0.14, 0.26, -0.02], [-0.11, -0.10, -0.08], [-0.06, -0.03, 0.15], [-0.13, 0.15, -0.02], [0.02, 0.08, 0.06], [-0.03, -0.01, -0.15], [0.19, -0.02, 0.14], [0.04, 0.10, 0.18], [0.03, 0.11, -0.06], [0.19, -0.03, 0.05], [0.03, -0.15, 0.04]]}


{"formula": "C4H10O", "method": "ωB97M-V with the def2-TZVPD basis set", "max_force_ev_per_a": 3.3, "total_charge": 0, "smiles": "CCCCO", "e_above_lowest_ev": 1.549, "homo_energy_ha": -0.37545, "lumo_ev": 0.96, "homo_lumo_gap_ev": 11.175, "elements": ["C", "C", "C", "C", "O", "H", "H", "H", "H", "H", "H", "H", "H", "H", "H"], "positions_angstrom": [[-1.965786, -0.750713, -0.171495], [-1.344949, 0.684662, 0.161597], [0.115020, 0.800391, -0.156362], [0.986581, -0.392087, 0.287574], [2.291148, -0.300332, -0.246596], [-2.296103, -0.908377, -1.256147], [-2.928581, -0.808554, 0.370209], [-1.449864, -1.576253, 0.303102], [-1.558742, 0.681684, 1.190078], [-2.047457, 1.496486, -0.171873], [0.150503, 1.077727, -1.259692], [0.611769, 1.762098, 0.292381], [1.150180, -0.462466, 1.466226], [0.548670, -1.425067, 0.081504], [2.745241, 0.511856, 0.229093]], "forces_ev_per_a": [[-1.76, 1.26, -0.84], [-1.94, -1.57, -0.31], [1.01, 2.22, -0.62], [-0.01, -0.94, 2.11], [1.53, 2.25, 1.06], [1.11, -0.04, 1.35], [0.15, 0.33, -0.24], [0.55, -0.09, -0.56], [0.39, 0.36, 1.86], [1.07, -0.67, -0.41], [0.55, -1.12, 1.01], [-1.05, -1.57, -0.39], [-0.95, 0.56, -2.04], [0.75, 1.53, -0.40], [-1.38, -2.52, -1.57]]}


{"formula": "C4H10O2", "method": "ωB97M-V with the def2-TZVPD basis set", "max_force_ev_per_a": 3.2, "total_charge": -1, "s_squared": 0.75, "e_above_lowest_ev": 1.928, "homo_energy_ha": [-0.00214, -0.13504], "lumo_ev": [4.20, 4.05], "homo_lumo_gap_ev": [4.255, 7.723], "multiplicity": 2, "elements": ["C", "C", "C", "C", "O", "H", "H", "H", "H", "H", "H", "H", "H", "H", "H", "O"], "positions_angstrom": [[-0.526568, -0.333955, -0.971630], [-0.232940, 0.970479, -0.357630], [-0.973888, 2.205489, -0.660010], [0.908923, 0.981349, 0.621519], [-0.156017, -1.532385, -0.602434], [-1.399314, -0.271930, -1.657677], [0.227133, 0.430428, -1.520395], [-0.940982, 2.876400, 0.198402], [-0.580562, 2.807030, -1.532925], [-2.021388, 1.998950, -0.905825], [1.339526, 1.962266, 0.839680], [0.720096, 0.420404, 1.538170], [1.767343, 0.426151, 0.196614], [0.354310, -1.770546, 0.839475], [0.848425, -3.028639, 1.544189], [0.739314, -2.086598, 1.719660]], "forces_ev_per_a": [[-0.82, -0.20, -1.20], [-0.18, 0.19, 3.15], [-0.19, 0.24, -0.60], [0.64, -0.44, -0.62], [-0.01, 0.67, 0.25], [-0.01, 0.05, 0.27], [1.28, -0.58, -1.97], [-0.08, 0.10, 0.01], [-0.03, -0.27, 0.23], [-0.05, 0.07, 0.06], [-0.43, 0.20, 0.11], [-0.17, 0.23, 0.18], [-0.07, -0.07, -0.12], [0.01, 0.07, -0.22], [0.01, 0.17, 0.12], [0.11, -0.42, 0.34]]}


{"formula": "C4H10O2", "method": "ωB97M-V with the def2-TZVPD basis set", "max_force_ev_per_a": 0.8, "total_charge": 0, "smiles": "COC[C@@H](C)O", "e_above_lowest_ev": 1.071, "homo_energy_ha": -0.37182, "lumo_ev": 0.99, "homo_lumo_gap_ev": 11.110, "elements": ["C", "O", "C", "C", "C", "O", "H", "H", "H", "H", "H", "H", "H", "H", "H", "H"], "positions_angstrom": [[2.449555, -0.577262, -0.431109], [1.348507, -0.227282, 0.367729], [0.205421, 0.133545, -0.376922], [-0.921501, 0.291516, 0.641584], [-2.235422, 0.616477, -0.026358], [-1.048621, -0.886028, 1.392817], [2.217469, -1.431167, -1.086028], [2.776850, 0.265620, -1.058319], [3.262959, -0.853436, 0.243486], [-0.035826, -0.655726, -1.110595], [0.374143, 1.076455, -0.925032], [-0.643229, 1.161183, 1.287837], [-3.073042, 0.584269, 0.681326], [-2.483606, -0.025349, -0.885133], [-2.054540, 1.643854, -0.337310], [-0.139124, -1.116664, 1.622027]], "forces_ev_per_a": [[0.25, -0.07, -0.13], [0.04, 0.03, 0.03], [-0.18, 0.08, -0.02], [0.03, 0.28, -0.19], [0.11, 0.28, 0.01], [0.26, -0.19, 0.22], [0.01, 0.13, 0.10], [-0.06, -0.10, 0.09], [-0.09, 0.03, -0.12], [-0.02, 0.10, 0.18], [-0.02, -0.15, 0.10], [-0.14, -0.57, -0.15], [0.31, 0.07, -0.10], [0.24, 0.17, 0.27], [-0.69, 0.16, -0.45], [-0.05, -0.25, 0.17]]}